1.
Formula: C23H36ClN2O6PS
Source: the OMol25 dataset
Level of theory: ωB97M-V/def2-TZVPD

```
70
Properties=species:S:1:pos:R:3:forces:R:3
C -5.958149 1.905783 0.462869 -0.403 -0.756 0.248
C -4.917074 0.744321 0.749550 0.185 -0.028 -0.511
C -3.395823 1.164106 0.485872 -0.427 -1.196 -0.295
C -2.634256 -0.163401 0.079161 0.982 -0.578 0.393
C -2.084953 -1.102911 1.064763 -0.726 1.220 -2.111
C -2.254605 -0.769087 2.605018 0.050 -0.615 -0.515
C -0.860098 -0.500597 3.339595 -0.225 -0.943 -0.340
C -0.665269 0.996383 3.826235 0.503 -0.840 0.313
C 0.768780 1.578823 3.480527 -1.114 0.387 -0.871
C 1.099525 1.490494 1.917995 -0.192 -1.376 1.649
O 2.161580 2.428371 1.636795 -0.544 -0.010 -1.902
C 1.779811 3.314948 0.615123 -0.645 1.354 -0.432
C 2.300380 3.209940 -0.865009 0.178 -0.163 0.251
O 1.025381 4.228936 0.878027 0.772 -1.137 -0.010
C -1.383664 -2.417615 0.617732 -1.703 0.985 -3.248
P -0.723920 -3.505383 1.986619 0.024 0.420 1.177
O -2.112092 -4.032258 2.844361 1.109 0.688 -0.900
Cl 0.144090 -5.262763 1.259373 -0.799 0.588 0.026
C -1.307674 -2.672879 -0.816178 0.332 0.794 1.710
O -0.732732 -3.855096 -1.299682 -1.835 0.482 0.485
C -1.830836 -4.828891 -1.327782 -0.777 -0.345 -0.707
C -1.711636 -5.866814 -2.511662 -0.497 1.151 0.036
C -2.101759 -5.185810 -3.881957 0.562 0.139 -0.016
O -2.694064 -6.900501 -2.235086 0.510 0.776 0.134
C -1.840571 -1.702435 -1.831834 -1.330 2.283 -1.173
N -1.870848 -1.772964 -3.215450 -0.202 0.842 1.740
S -2.605430 -0.408270 -3.824062 0.475 -0.812 2.215
N -2.998629 0.434740 -2.417534 1.749 -3.385 0.651
C -2.526393 -0.405868 -1.427511 0.477 -0.782 2.032
H -6.846551 1.786202 1.153702 0.984 0.322 -0.697
H -6.363435 1.739088 -0.576670 0.529 0.548 0.999
H -5.536713 2.943673 0.568908 -0.380 -1.097 -0.097
H -5.148151 -0.079888 0.003704 0.290 0.859 0.923
H -5.029676 0.265025 1.766946 0.116 0.720 -0.983
H -2.901011 1.628322 1.379069 -0.608 -0.263 -0.864
H -3.409856 1.897465 -0.377283 0.327 -0.929 0.987
H -2.806346 -1.663533 3.032296 0.685 1.111 -0.297
H -2.926348 0.112448 2.779934 0.594 -0.900 -0.459
H -0.802822 -1.258910 4.183350 0.162 1.142 -0.729
H -0.059555 -0.834855 2.609358 -0.757 0.633 0.980
H -0.751484 1.011264 4.950986 -0.111 0.090 -1.123
H -1.516841 1.600982 3.411832 1.039 -0.240 0.283
H 1.557008 1.029975 4.062201 -0.695 0.624 -0.528
H 0.745714 2.670717 3.761499 0.315 -1.132 -0.237
H 1.467728 0.431585 1.731994 -0.184 1.319 -0.075
H 0.182250 1.612707 1.279336 0.840 0.333 0.612
H 1.548100 3.746978 -1.503568 0.715 -0.452 0.791
H 2.374873 2.153515 -1.244520 0.166 0.977 0.599
H 3.306041 3.737233 -0.978730 -1.294 -0.943 0.279
H -2.030226 -3.579718 3.710313 -0.026 -0.555 -0.554
H -1.952972 -5.391744 -0.363038 0.476 0.619 -0.775
H -2.774796 -4.223753 -1.482081 0.715 -0.796 0.054
H -0.664920 -6.288305 -2.494568 -1.293 0.128 -0.157
H -3.230629 -5.103107 -3.925533 1.250 -0.045 0.015
H -1.654876 -4.150421 -3.993588 -0.517 -1.186 0.297
H -1.739654 -5.789544 -4.760275 -0.513 0.432 0.917
H -3.533707 -6.421133 -2.078434 0.572 -0.486 -0.187
C 7.616161 3.353063 -2.257886 0.060 0.157 -0.334
C 7.769838 3.923539 -0.862149 0.188 -0.130 0.289
C 6.344007 4.318059 -0.524850 -0.221 0.221 0.016
O 5.484378 3.404182 -1.221894 0.449 0.065 -0.067
C 6.267639 2.662852 -2.168139 -0.168 -0.268 0.078
H 8.421392 2.677272 -2.547604 -0.061 0.009 0.013
H 7.572292 4.166185 -2.988758 0.016 -0.063 0.007
H 8.113133 3.141850 -0.177952 -0.003 0.066 -0.008
H 8.468002 4.759010 -0.802653 -0.060 -0.021 0.003
H 6.116819 5.329193 -0.878946 0.060 0.037 0.066
H 6.137857 4.270065 0.546166 -0.099 -0.043 -0.067
H 6.370147 1.639875 -1.790681 0.034 -0.021 -0.082
H 5.748116 2.629287 -3.127661 -0.078 0.023 0.086
```
Positions in Å, forces in eV/Å.

The lowest unoccupied orbital energy is -1.2 eV. The calculation puts the total energy at -72342.7907 eV. For the frontier orbital gap, the calculation gives 0.2729 hartree. The calculation puts the HOMO energy at -8.6 eV.

***

2.
Formula: C14H15N3O4S
Source: the OMol25 dataset
Level of theory: ωB97M-V/def2-TZVPD

```
37
Properties=species:S:1:pos:R:3:forces:R:3
C 1.187525 4.245139 -0.128499 0.086 -0.057 0.212
C 1.842054 3.146243 0.697812 -0.012 -0.036 -0.203
C 1.635083 1.745225 0.100036 0.261 0.323 0.214
C 0.226406 1.298422 0.189127 -0.402 0.264 -0.772
N -0.250286 0.611342 1.159530 1.442 -0.009 0.466
N -1.536412 0.318312 1.058436 -1.695 -0.129 0.104
C -2.092046 0.769781 -0.012438 0.995 0.665 -0.413
N -3.403445 0.582554 -0.359838 -0.496 0.526 -0.364
C -4.160867 -0.549973 -0.163928 0.271 -0.356 0.037
O -5.348056 -0.537822 -0.357841 -0.254 -0.099 0.019
C -3.363684 -1.786892 0.242002 -0.229 -0.219 0.201
O -2.345688 -1.975226 -0.721966 -0.047 -0.021 -0.097
C -1.043446 -2.124004 -0.326798 0.484 -0.169 0.089
C -0.646731 -2.655495 0.890826 -0.393 -0.022 -0.217
C 0.700609 -2.743341 1.234897 0.435 0.110 -0.221
C 1.620704 -2.297752 0.321747 -0.365 0.135 -0.451
C 1.224408 -1.792358 -0.917076 0.006 -0.278 0.648
C -0.095298 -1.697149 -1.269286 0.014 -0.067 -0.006
O 2.329376 -1.411959 -1.631126 -0.500 0.072 -0.138
C 3.439904 -1.727359 -0.816786 1.200 0.094 -0.266
O 2.990991 -2.252765 0.411459 -0.199 -0.098 0.331
S -0.979365 1.672457 -1.039912 -0.125 -0.609 0.782
H 1.410767 5.218874 0.300488 -0.023 0.124 -0.029
H 0.106928 4.127504 -0.153290 -0.089 0.068 -0.022
H 1.557816 4.227628 -1.151406 0.025 0.045 -0.146
H 1.443639 3.156789 1.713826 0.077 -0.024 0.040
H 2.916106 3.331369 0.755646 0.011 -0.006 0.077
H 1.954304 1.739781 -0.943876 0.099 -0.070 0.008
H 2.235507 1.028631 0.663588 -0.036 -0.082 -0.100
H -3.877108 1.345040 -0.829409 -0.025 -0.184 0.161
H -4.040364 -2.648026 0.241298 0.063 0.212 -0.008
H -2.956879 -1.625110 1.243984 -0.039 -0.075 -0.122
H -1.380966 -3.006433 1.597387 -0.111 -0.006 0.065
H 1.006169 -3.141763 2.186765 0.039 -0.055 0.150
H -0.411549 -1.304094 -2.220382 -0.056 0.074 -0.128
H 4.071869 -2.471529 -1.329316 -0.216 0.126 0.112
H 4.032028 -0.816026 -0.635692 -0.196 -0.165 -0.012
```
Positions in Å, forces in eV/Å.

The lowest unoccupied orbital energy is 0.4 eV. The calculation puts the total energy at -38255.7258 eV. For the frontier orbital gap, the calculation gives 0.3023 hartree. The calculation puts the HOMO energy at -7.8 eV. The structure (SMILES) is CCCc1nnc(NC(=O)COc2ccc3c(c2)OCO3)s1. As for the energy relative to the best compared isomer or geometry (same formula, charge and spin): 47.25 kcal per mole.

***

3.
Formula: C28H46N5O2
Source: the OMol25 dataset
Level of theory: ωB97M-V/def2-TZVPD

```
81
Properties=species:S:1:pos:R:3:forces:R:3
C 3.373250 -3.449493 -0.095042 -0.209 0.243 0.088
C 2.552987 -2.955738 1.110543 -0.183 0.114 -0.207
C 1.237003 -2.283416 0.698529 0.425 -0.232 -0.129
C 1.466710 -0.909448 0.066332 -0.258 -0.235 0.330
C 0.278052 -0.469495 -0.776028 0.192 0.092 -0.197
C 0.433369 1.007727 -1.109438 0.384 -0.192 0.367
N -0.820257 1.622046 -1.667752 0.426 0.236 -0.136
C -2.107248 1.182227 -0.963828 -0.170 0.042 -0.066
C -3.006514 0.446288 -1.976474 -0.163 0.043 0.142
C -3.809239 -0.749133 -1.450366 -0.198 0.035 -0.176
C -5.073469 -0.362351 -0.682405 0.090 -0.334 -0.095
O -4.844530 -0.084993 0.681136 -0.066 0.279 0.001
C -4.691784 -1.240773 1.479536 0.076 -0.125 0.177
C -1.700867 0.390712 0.258004 0.048 -0.213 0.171
O -0.954449 -0.744385 -0.116402 -0.026 0.027 -0.005
H 4.400035 -3.091906 -0.066962 0.100 -0.125 0.028
H 2.938758 -3.087673 -1.030805 0.020 -0.050 -0.055
H 3.371632 -4.535457 -0.134819 0.100 -0.058 -0.075
H 3.132189 -2.243590 1.701231 0.034 -0.065 0.127
H 2.296632 -3.802734 1.744289 0.116 0.017 0.146
H 0.746813 -2.939902 -0.026306 -0.153 0.019 0.060
H 0.592387 -2.200875 1.571444 -0.174 0.053 -0.069
H 1.635675 -0.178867 0.862752 0.164 0.041 -0.014
H 2.359772 -0.955473 -0.560127 0.027 0.168 -0.086
H 0.291143 -1.052996 -1.702825 -0.212 -0.050 -0.036
H 0.702562 1.560621 -0.211447 -0.143 0.111 -0.005
H 1.254546 1.143497 -1.811058 -0.103 0.134 -0.114
H -0.859106 1.413602 -2.664902 -0.217 -0.139 -0.012
H -0.708419 2.634064 -1.603189 -0.021 0.051 0.053
H -2.594477 2.101699 -0.639749 0.021 0.011 0.051
H -3.728942 1.175810 -2.352051 0.059 0.014 -0.161
H -2.432118 0.122413 -2.848229 0.195 -0.077 0.093
H -4.124990 -1.325260 -2.322386 0.008 0.024 -0.037
H -3.193687 -1.423949 -0.856904 0.061 -0.008 -0.018
H -5.804557 -1.172198 -0.773526 -0.019 -0.016 0.048
H -5.524322 0.524887 -1.127546 -0.019 0.109 0.074
H -3.662654 -1.618480 1.476147 0.022 -0.038 -0.078
H -4.945832 -0.973532 2.501790 -0.028 0.043 0.023
H -5.348483 -2.047740 1.148082 -0.079 0.010 -0.012
H -1.167695 1.012289 0.985786 0.051 0.065 -0.061
H -2.603495 0.041977 0.752505 0.017 0.069 -0.050
N 0.676900 -7.810402 1.017460 0.004 0.007 0.007
C 0.583298 -6.701980 0.223333 0.019 -0.001 0.016
C -0.241937 -5.807656 0.853565 0.015 0.047 -0.009
C -0.660582 -6.402527 2.074946 0.001 0.016 0.007
C -0.076152 -7.638442 2.145236 0.023 -0.009 -0.015
H 1.213747 -8.630150 0.803014 0.005 -0.015 -0.002
H 1.106399 -6.644845 -0.715823 -0.013 0.000 -0.013
H -0.517433 -4.835019 0.480662 -0.024 -0.010 -0.003
H -1.314609 -5.974055 2.815500 -0.006 -0.001 0.003
H -0.132036 -8.405043 2.898282 -0.009 0.001 0.009
N -2.749092 4.656515 -2.458575 0.061 0.021 0.090
C -2.600814 5.794813 -3.212007 0.001 -0.007 0.046
C -3.360419 6.771866 -2.634530 -0.001 0.016 -0.002
C -3.993470 6.207996 -1.492311 -0.010 0.010 0.007
C -3.602088 4.902559 -1.407480 0.063 -0.039 -0.025
H -2.317306 3.779226 -2.664468 -0.136 -0.062 -0.179
H -1.973281 5.808593 -4.086206 -0.006 0.005 -0.011
H -3.457459 7.782716 -2.991633 -0.004 0.008 0.003
H -4.664937 6.706596 -0.814463 -0.003 0.007 0.002
H -3.859678 4.134307 -0.697370 -0.037 0.007 0.000
N 3.361290 2.222201 4.404084 0.013 -0.005 -0.030
C 2.133095 1.918141 3.888399 0.037 0.010 -0.028
C 2.116024 0.572913 3.623633 -0.069 -0.013 -0.095
C 3.384138 0.048716 3.994499 0.011 -0.017 -0.048
C 4.128935 1.093232 4.472122 -0.011 0.038 0.005
H 3.655325 3.136506 4.694243 0.005 0.011 0.017
H 1.379689 2.676916 3.763465 -0.018 -0.005 0.030
H 1.281781 0.020705 3.220482 -0.021 -0.019 0.064
H 3.708371 -0.976133 3.926686 -0.005 -0.007 0.020
H 5.132311 1.126459 4.859397 0.007 -0.012 0.002
N 4.751027 2.011042 -2.068850 -0.065 0.041 -0.031
C 4.869502 3.151605 -2.814348 -0.007 -0.031 -0.002
C 4.088139 4.116009 -2.236568 -0.016 0.013 -0.019
C 3.477130 3.534809 -1.091741 -0.100 -0.041 -0.045
C 3.906346 2.234572 -1.016672 -0.061 -0.132 0.028
H 5.220401 1.145326 -2.261097 0.055 0.003 0.026
H 5.502625 3.183243 -3.683956 0.001 0.014 -0.006
H 3.979432 5.128941 -2.585112 0.007 0.009 0.004
H 2.814282 4.021248 -0.394444 0.037 0.023 0.034
H 3.694729 1.458478 -0.298892 0.061 0.029 0.060
```
Positions in Å, forces in eV/Å.

The lowest unoccupied orbital energy is -2.9 eV. The calculation puts the total energy at -41319.5780 eV. For the frontier orbital gap, the calculation gives 0.2628 hartree. The calculation puts the HOMO energy at -10.0 eV. The charge is +1.

***

4.
Formula: C9H14
Source: the OMol25 dataset
Level of theory: ωB97M-V/def2-TZVPD

```
23
Properties=species:S:1:pos:R:3:forces:R:3
C 1.046036 2.901979 2.315720 -0.881 -1.050 0.666
C 0.945632 1.963785 1.089803 -0.344 1.234 0.568
H 1.627000 3.804678 2.159145 -0.177 0.068 -0.156
H 0.013750 3.107698 2.627446 0.234 0.609 -0.175
H 1.415877 2.397316 3.213653 0.514 -0.046 -0.302
H 0.567890 0.985072 1.388048 0.635 -0.193 -0.034
H 1.877318 2.000090 0.527932 -0.095 -0.652 -0.079
H 0.140652 2.375678 0.482046 0.140 0.049 -0.474
C -1.471894 -0.069915 -2.463896 0.044 -1.114 0.506
C 0.803133 -2.649478 -0.758214 -0.318 3.313 -2.192
C 0.157240 -1.815859 -1.736336 1.964 -2.417 0.887
C 0.379288 -2.487043 0.522374 0.011 -1.965 0.416
C -0.810368 -0.864678 -1.372837 -1.353 1.268 -1.145
C -0.642193 -1.548857 0.887592 -0.848 1.167 -0.230
C -1.174793 -0.680865 -0.053628 0.551 -0.879 0.419
H 1.763065 -3.024943 -1.069433 -0.215 -1.222 0.247
H 0.427535 -2.013888 -2.769432 -0.169 0.451 -0.045
H 0.735706 -3.308733 1.142134 -0.035 0.805 0.907
H -1.046786 -1.416480 1.885854 0.470 -0.528 0.166
H -2.422845 0.284158 -2.076208 0.116 0.579 -0.292
H -1.663018 -0.714744 -3.329917 0.048 0.069 0.100
H -1.891924 0.080843 0.195780 -0.135 0.038 0.206
H -0.776312 0.694178 -2.807620 -0.155 0.418 0.034
```
Positions in Å, forces in eV/Å.

The lowest unoccupied orbital energy (alpha / beta) is -4.5 / -8.4 eV. The calculation puts the total energy at -9550.5237 eV. For the frontier orbital gap (alpha / beta), the calculation gives 0.3615 / 0.2157 hartree. The calculation puts the HOMO energy (alpha / beta) at -14.3 / -14.3 eV. Its multiplicity is 2. The charge is +1. As for the energy relative to the best compared isomer or geometry (same formula, charge and spin): 21.16 kcal per mole.